Density functional theory data (wB97M-V/def2-TZVPD) for C21H41O3P3Tc as an isolated structure in a non-equilibrium geometry.

Structure (XYZ):
```
69
Properties=species:S:1:pos:R:3:forces:R:3
P 3.60810 -1.57909 -0.03608 4.5 0.6 1.4
C 4.05027 -1.40192 1.74183 -1.6 0.1 0.5
H 5.03799 -1.83960 1.92838 -0.2 -0.1 -0.3
H 3.29653 -1.90936 2.36080 0.4 0.1 0.1
H 4.05995 -0.33358 1.99442 -0.1 -0.3 0.0
C 4.81658 -2.85881 -0.54839 -1.5 -1.0 -0.9
H 4.83177 -2.89781 -1.64576 0.2 -0.2 0.3
H 4.46987 -3.82165 -0.15136 0.3 0.0 -0.2
H 5.81562 -2.62613 -0.15962 -0.3 0.3 0.1
C 4.46997 -0.07496 -0.66331 -1.5 0.6 -0.7
H 5.55550 -0.23504 -0.69424 -0.2 -0.3 0.1
H 4.23234 0.77345 -0.01031 0.1 -0.2 -0.2
H 4.10515 0.14917 -1.67301 0.5 0.1 0.1
P -1.14472 3.79772 -0.97380 -0.1 -0.4 -0.5
C -1.29570 4.50447 0.68386 0.2 -0.5 0.2
H -1.51570 5.58098 0.61646 0.0 -0.3 0.0
H -0.35626 4.34985 1.23242 -0.2 0.2 -0.1
H -2.09915 3.98336 1.22406 0.2 0.3 -0.1
C -0.07253 4.90052 -1.93262 0.3 -0.3 0.1
H -0.05150 4.57836 -2.98091 -0.1 0.3 0.2
H 0.94802 4.82998 -1.53338 -0.2 0.2 -0.1
H -0.44379 5.92997 -1.84865 0.1 -0.2 -0.1
C -2.79177 3.88006 -1.72933 0.1 -0.3 0.1
H -3.09308 4.92959 -1.82987 0.0 -0.2 0.0
H -3.49607 3.33770 -1.08567 0.0 0.2 -0.2
H -2.77646 3.39009 -2.71037 -0.1 0.3 0.2
P -2.59997 -2.92776 -0.13013 -2.5 -3.5 2.1
C -3.16603 -2.85312 1.61192 0.8 1.7 0.1
H -3.68330 -3.78249 1.87299 0.1 0.0 -0.4
H -3.84007 -1.99614 1.71921 0.0 -0.2 0.2
H -2.29612 -2.69698 2.25807 -0.2 -0.1 0.1
C -4.20352 -3.23595 -0.94501 0.3 1.5 -1.3
H -4.69249 -4.11303 -0.50353 0.4 0.1 0.2
H -4.03223 -3.39504 -2.01700 -0.3 -0.1 0.2
H -4.83341 -2.34542 -0.81526 0.0 -0.3 -0.1
C -1.87238 -4.60395 -0.13848 1.6 0.8 -0.9
H -2.59827 -5.33262 0.23805 -0.2 0.3 0.0
H -0.97063 -4.59440 0.48636 -0.2 -0.2 -0.1
H -1.59076 -4.84404 -1.17064 0.0 -0.3 0.3
Tc -0.24907 1.30211 -1.39020 -2.1 7.7 6.1
C 1.11600 1.66178 0.11621 3.7 1.0 3.6
O 1.89701 1.88818 0.97127 -4.1 -1.2 -4.3
C -1.39039 0.80352 0.27024 -3.1 -1.1 4.1
O -2.06329 0.55811 1.20697 3.5 1.2 -4.9
C -1.49275 0.74592 -3.20017 -1.0 -0.7 -0.8
C -1.07448 -0.31695 -2.41434 -0.5 -2.7 -1.4
C 0.27972 -0.48044 -2.02998 0.8 -2.5 -0.8
C 1.20099 0.42147 -2.62165 1.7 -1.8 -1.5
C 0.78035 1.49981 -3.38597 1.3 -0.2 -1.0
C -0.58083 1.73811 -3.54724 -0.3 0.7 -1.1
H -2.51679 0.79259 -3.58635 0.2 0.1 0.5
H -1.73619 -1.16349 -2.25833 -0.3 0.5 0.5
H 0.59284 -1.24392 -1.32836 0.0 -0.4 -0.6
H 2.24197 0.11788 -2.64666 0.1 0.6 0.5
H 1.50950 2.13231 -3.90672 -0.2 -0.1 0.5
H -0.89964 2.55521 -4.18650 -0.1 0.2 0.4
C 1.02573 -1.39812 4.41961 -0.1 0.0 -0.1
C 1.37127 -2.87371 4.12128 -0.2 0.1 -0.2
C 0.76188 -3.16502 2.74137 -0.1 -0.4 -0.3
O 0.14436 -1.96324 2.21289 0.4 0.0 0.4
C 0.27280 -0.89531 3.17896 -0.3 0.5 -0.1
H 0.38172 -1.31824 5.30082 0.3 0.0 -0.1
H 1.92299 -0.79412 4.58881 -0.2 -0.2 0.1
H 0.92678 -3.53364 4.87087 0.3 0.1 -0.1
H 2.45294 -3.03716 4.10894 -0.2 -0.1 0.1
H 1.52121 -3.49874 2.01013 -0.2 0.0 0.2
H -0.00740 -3.95489 2.80845 0.3 0.3 -0.1
H -0.73584 -0.53266 3.43818 0.3 -0.2 -0.1
H 0.80438 -0.05831 2.69277 -0.1 -0.2 0.1
```
Positions in Å, forces in eV/Å.

Properties
Total charge: +4
Max |F|: 10.05 eV/A
Energy above the lowest of the compared OMol25 structures with the same formula, charge and spin: 2.9 kcal/mol
Expectation value of S²: 3.7610
Kohn-Sham gap (spin up / spin down): 0.270 / 0.181 hartree
Total energy: -58605.60908 eV
LUMO energy (spin up / spin down): -12.39 / -14.81 eV
Multiplicity: 4

Atom charges from the Löwdin analysis, given in e for atoms 1 to 2: 1.063, -0.186


Density functional theory data (wB97M-V/def2-TZVPD) for C40H48F6I2N5O4PS4Tc as an isolated structure in a non-equilibrium geometry.

Structure (XYZ):
```
111
Properties=species:S:1:pos:R:3:forces:R:3
Tc -4.97364 -7.69099 19.52491 -0.2 0.6 2.3
F -2.65267 -3.16381 21.88095 -0.9 -0.1 -1.1
C -3.47981 -2.98501 20.80287 1.4 -0.7 1.6
F -4.63669 -2.56425 21.27446 -0.5 0.0 -0.3
F -2.92096 -2.09143 20.01855 -0.4 -0.4 -0.2
S -3.69909 -4.67630 19.90370 -2.0 2.5 -0.3
O -4.91258 -5.34879 20.47676 1.5 -0.2 -0.5
O -3.88729 -4.25788 18.53511 0.0 -0.6 0.9
N -2.36808 -5.34981 20.22185 1.1 -1.4 0.3
S -2.03973 -6.76930 20.82951 2.7 -1.0 0.4
O -0.74564 -7.27790 20.39889 -2.1 1.3 0.4
O -3.12501 -7.74999 20.70941 -0.9 -0.3 -0.7
C -1.89575 -6.67900 22.74307 0.3 -0.3 1.7
F -0.99529 -7.59672 23.12220 -0.3 0.5 -0.8
F -1.51591 -5.48696 23.17612 0.2 0.0 -0.8
F -3.02421 -6.97983 23.40226 0.0 0.1 -1.1
C -4.37326 -5.56946 15.62767 -0.9 0.6 0.3
C -3.14132 -6.28357 16.12249 -0.2 -0.2 -0.1
C -2.03187 -5.33084 16.51591 0.7 0.1 0.2
P -3.55581 -7.60535 17.46182 0.5 -0.9 -2.7
C -1.92373 -8.60033 17.34601 -0.1 0.4 1.1
C -1.38322 -8.89779 15.95850 -0.9 -0.2 -0.7
C -2.06727 -9.88730 18.15864 0.4 0.3 0.3
C -4.75313 -8.71161 16.56554 0.2 -0.3 -0.4
C -4.65576 -8.85977 15.16243 -0.1 -0.2 0.8
C -5.46870 -9.73302 14.45470 -0.5 0.4 0.7
C -5.40647 -9.79991 12.96580 -1.1 -0.3 -1.2
C -6.42831 -10.44872 15.20307 0.4 0.0 -0.7
C -6.50812 -10.38408 16.57178 -1.1 -0.5 0.8
C -5.69475 -9.50603 17.29911 1.0 1.0 -0.4
N -5.74450 -9.30594 18.68136 -0.4 0.5 0.6
C -6.89313 -9.78350 19.46171 0.5 -1.4 -0.2
C -6.87831 -11.15349 19.89852 -0.4 1.0 -0.6
C -5.65389 -11.99687 19.61079 0.0 0.0 -0.7
C -8.04331 -11.67052 20.49178 0.1 1.2 -0.4
C -9.19460 -10.86184 20.67378 1.1 -0.2 0.1
C -10.47294 -11.45887 21.21226 -0.6 0.3 -0.6
C -9.10004 -9.50359 20.34417 -0.8 0.0 0.1
C -7.98321 -8.95231 19.72517 0.2 0.0 -0.4
C -8.04783 -7.49990 19.30217 -0.4 1.1 1.0
H -4.15489 -5.01622 14.70878 0.1 0.0 0.1
H -4.76463 -4.84133 16.36716 0.3 -0.4 -0.4
H -5.19416 -6.24953 15.39389 0.0 0.0 0.0
H -2.73656 -6.88308 15.27099 -0.4 0.0 0.9
H -2.29922 -4.67273 17.33584 0.1 -0.1 -0.2
H -1.74699 -4.69266 15.66961 -0.3 -0.2 0.0
H -1.12604 -5.87495 16.78710 0.1 0.0 0.1
H -1.22958 -7.89538 17.84973 -0.2 -0.5 0.0
H -2.17741 -9.37261 15.33000 0.8 0.2 0.4
H -0.55804 -9.60956 16.05579 -0.1 0.1 0.0
H -0.99345 -8.01927 15.44919 0.0 0.0 0.0
H -2.82260 -10.57041 17.76593 0.0 0.1 -0.1
H -2.34273 -9.59795 19.17486 0.1 -0.4 0.1
H -1.10231 -10.42214 18.16704 -0.4 0.2 0.1
H -3.91454 -8.32878 14.58381 0.0 0.3 0.2
H -4.41116 -9.66565 12.53301 0.0 -0.1 0.4
H -6.04080 -8.99045 12.47825 0.6 -1.0 0.7
H -5.80523 -10.79265 12.63425 0.3 0.9 0.1
H -7.12914 -11.07293 14.66533 0.0 -0.2 0.0
H -7.27766 -11.00355 17.08107 0.7 0.6 -0.3
H -4.73209 -11.43506 19.84266 -0.5 -0.3 -0.2
H -5.58413 -12.29827 18.51387 -0.2 0.2 1.4
H -5.69092 -12.88816 20.24397 0.2 0.0 -0.3
H -8.04191 -12.69549 20.83098 -0.1 -0.2 -0.1
H -10.43107 -12.56210 21.17376 -0.1 0.6 0.1
H -11.30297 -11.09286 20.54807 0.6 -0.5 0.7
H -10.72849 -11.14141 22.24057 0.3 -0.1 -0.4
H -9.97793 -8.85700 20.54437 0.5 -0.4 -0.3
H -8.43033 -6.87239 20.14789 0.5 -0.6 -0.4
H -8.79574 -7.31167 18.51510 0.5 -0.4 0.0
H -6.71346 -7.00384 17.83844 -0.1 0.3 0.5
I -3.67557 -10.78771 22.38739 -1.1 -0.5 0.8
I -6.10285 -11.65379 23.51506 1.5 0.4 -0.5
C -8.52283 -8.42203 23.60670 -0.2 -0.8 0.0
N -7.96608 -7.11969 23.39519 1.1 1.6 -0.9
C -8.63802 -5.94393 23.71800 0.1 -0.7 0.1
C -7.90670 -4.92574 23.20780 -0.6 0.9 0.0
N -6.81779 -5.45829 22.56171 0.0 -1.0 0.1
C -6.84773 -6.81999 22.66570 -1.7 1.2 0.5
S -5.77160 -7.96544 22.10680 1.1 -0.9 -1.3
H -9.20714 -8.63424 22.75755 0.4 -0.2 0.7
H -9.06466 -8.36495 24.55535 0.0 -0.4 -0.2
H -7.71389 -9.17749 23.66061 -0.6 0.5 -0.1
H -9.56846 -6.05332 24.28243 0.5 0.6 -0.3
H -8.08996 -3.85261 23.20173 0.1 -0.5 0.2
H -6.10616 -4.96424 22.02300 -0.2 -0.2 0.3
N -6.72716 -6.87980 18.87916 -1.1 -0.5 -1.5
S -8.26882 -6.23879 16.08805 0.2 0.4 0.2
C -9.56373 -5.38016 16.69492 -0.4 -1.3 -1.0
C -11.01418 -5.87502 16.67337 0.3 -0.1 0.7
C -11.92205 -5.05460 17.52134 -0.5 0.7 -0.1
C -11.63486 -3.82236 17.98258 -0.2 -0.1 0.1
C -10.32593 -3.28771 17.68293 0.0 0.3 0.0
C -9.37052 -4.04920 17.07800 -0.1 1.6 0.5
C -11.23526 -7.36379 16.88210 -0.1 -0.8 -0.5
C -12.19733 -7.88676 17.73929 0.2 0.2 0.4
C -12.33748 -9.27788 17.90490 -0.5 0.6 0.6
C -11.54115 -10.16343 17.21701 1.2 0.1 -1.1
C -10.61070 -9.64172 16.26817 -0.1 0.1 0.3
C -10.52433 -8.25645 16.06991 0.4 -0.6 0.0
H -6.74867 -5.85959 18.99688 0.0 -0.3 0.2
H -11.35691 -5.72197 15.63760 0.1 0.4 -0.1
H -12.90002 -5.49482 17.66037 -0.1 0.4 0.0
H -12.36084 -3.20085 18.53930 0.5 -0.6 -0.4
H -10.12519 -2.23094 17.93440 0.0 -0.7 -0.2
H -8.41833 -3.61636 16.83408 0.3 0.1 0.1
H -12.81263 -7.16352 18.29252 0.2 -1.0 0.0
H -13.07492 -9.64501 18.62621 0.2 0.1 -0.3
H -11.61822 -11.24526 17.37207 0.0 0.5 0.0
H -9.89733 -10.28200 15.70528 -0.9 0.3 0.4
H -9.84057 -7.83087 15.32418 -0.5 -0.7 0.4
```
Positions in Å, forces in eV/Å.

Properties
Total charge: +2
Max |F|: 3.19 eV/A
Energy above the lowest of the compared OMol25 structures with the same formula, charge and spin: 16.2 kcal/mol
Expectation value of S²: 3.7969
Kohn-Sham gap (spin up / spin down): 0.227 / 0.201 hartree
Total energy: -145218.74384 eV
LUMO energy (spin up / spin down): -6.70 / -7.39 eV
Multiplicity: 4

Atom charges from the Löwdin analysis, given in e for atoms 1 to 2: 1.317, 0.110


Density functional theory data (wB97M-V/def2-TZVPD) for an isolated molecule of CHNO4 in a non-equilibrium geometry.

Structure (XYZ):
```
7
Properties=species:S:1:pos:R:3:forces:R:3
C 0.50524 -0.27801 0.59806 -4.6 5.0 -1.9
N -0.90691 -0.29622 1.37899 1.6 -0.6 1.0
O 1.16420 -1.18888 0.59523 2.8 -3.7 0.7
O -3.20657 -0.08524 1.41847 0.6 -0.2 0.7
O -0.85912 -0.80040 2.48222 -0.8 -0.2 0.1
O -2.11222 0.17935 0.81237 0.5 0.5 -1.3
H 0.58135 0.67604 -0.00353 0.1 -0.7 0.8
```
Positions in Å, forces in eV/Å.

Properties
Max |F|: 7.01 eV/A
Energy above the lowest of the compared OMol25 structures with the same formula, charge and spin: 144.0 kcal/mol
Kohn-Sham gap (spin up / spin down): 0.366 / 0.303 hartree
Total energy: -10724.91524 eV
LUMO energy (spin up / spin down): -0.79 / -1.07 eV

Atom charges from the Löwdin analysis, given in e for atoms 1 to 2: -0.156, -0.187